1.
Here is a molecular structure, C40H37BrIMoN2O2PS2 from OMol25. Energies are from ωB97M-V/def2-TZVPD.

Output
E_LUMO (spin up / spin down): -0.48141 / -0.47754 Ha
ΔE to the lowest compared entry with this formula, charge and spin: 79.0 kJ/mol
E_HOMO (spin up / spin down): -18.537 / -18.543 eV
Frontier orbital gap (spin up / spin down): 5.44 / 5.55 eV
⟨S²⟩: 2.019
Multiplicity: 3
F_max: 0.6 eV/A
Net charge: +4
Energy: -5882.708742 a.u.

Positions of all 87 atoms, in Å:
Mo1 -0.12 -0.48 -0.36
O1 -1.17 0.86 -1.07
P1 -2.39 2.00 -1.02
C1 -1.65 3.41 -0.27
C2 -0.46 3.92 -0.82
C3 0.07 5.10 -0.33
C4 -0.59 5.78 0.70
C5 -1.76 5.28 1.24
C6 -2.30 4.09 0.77
C7 -2.85 2.32 -2.68
C8 -3.11 1.26 -3.56
C9 -3.58 1.52 -4.82
C10 -3.82 2.84 -5.21
C11 -3.58 3.89 -4.34
C12 -3.09 3.64 -3.07
C13 -3.68 1.27 -0.08
C14 -3.61 0.01 0.51
C15 -4.71 -0.53 1.16
C16 -5.89 0.20 1.22
C17 -5.98 1.45 0.63
C18 -4.89 1.99 -0.03
H1 0.02 3.42 -1.66
H2 0.96 5.51 -0.77
H3 -0.19 6.72 1.05
H4 -2.27 5.82 2.03
H5 -3.21 3.70 1.19
H6 -2.97 0.23 -3.24
H7 -3.79 0.71 -5.51
H8 -4.21 3.04 -6.21
H9 -3.78 4.91 -4.65
H10 -2.89 4.47 -2.40
H11 -2.70 -0.59 0.47
H12 -4.65 -1.51 1.61
H13 -6.76 -0.22 1.71
H14 -6.91 2.01 0.67
H15 -4.98 2.95 -0.52
Br1 2.82 -2.04 -1.56
C19 2.55 -2.48 -3.38
C20 3.61 -2.98 -4.11
C21 3.44 -3.27 -5.46
C22 2.22 -3.04 -6.08
C23 1.14 -2.54 -5.35
C24 1.33 -2.28 -4.01
I1 -0.38 -1.56 -3.03
H16 4.57 -3.14 -3.64
H17 4.27 -3.66 -6.03
H18 2.09 -3.26 -7.13
H19 0.19 -2.37 -5.83
S1 -0.07 0.74 1.74
C25 1.47 1.53 2.10
N1 2.35 1.87 1.18
C26 3.60 2.59 1.49
C27 3.40 3.43 2.74
C28 2.84 2.57 3.86
N2 1.67 1.82 3.37
H20 2.12 1.69 0.21
H21 3.83 3.22 0.63
H22 4.41 1.87 1.61
H23 2.73 4.26 2.53
H24 4.36 3.85 3.05
H25 2.51 3.18 4.70
H26 3.58 1.86 4.23
H27 0.97 1.52 4.03
O2 0.32 -2.00 0.57
S2 0.24 -2.90 1.99
C29 1.71 -2.38 2.82
C30 1.72 -2.75 4.16
C31 2.86 -2.48 4.91
C32 3.94 -1.83 4.32
C33 3.89 -1.45 2.98
C34 2.77 -1.72 2.22
C35 0.46 -4.52 1.48
C36 -0.70 -5.31 1.53
C37 -0.59 -6.65 1.24
C38 0.65 -7.19 0.90
C39 1.79 -6.39 0.84
C40 1.72 -5.05 1.14
H28 0.88 -3.27 4.61
H29 2.90 -2.77 5.95
H30 4.83 -1.64 4.91
H31 4.74 -0.95 2.53
H32 2.75 -1.44 1.17
H33 -1.65 -4.88 1.82
H34 -1.46 -7.29 1.29
H35 0.73 -8.24 0.68
H36 2.74 -6.83 0.58
H37 2.61 -4.43 1.13

2.
Here is a molecular structure, C40H37CdI2N3O3P from OMol25. Energies are from ωB97M-V/def2-TZVPD.

Output
E_LUMO: -0.10463 Ha
E_HOMO: -11.005 eV
Frontier orbital gap: 8.16 eV
F_max: 1.1 eV/A
Net charge: +1
Energy: -3040.828612 a.u.

Positions of all 87 atoms, in Å:
Cd1 1.07 -0.29 0.36
I1 1.51 -0.17 3.30
C1 3.51 -1.04 3.36
I2 3.99 -2.10 1.55
H1 3.57 -1.75 4.16
H2 4.25 -0.25 3.47
C2 3.71 1.14 -0.42
C3 3.08 1.14 -1.81
C4 4.03 1.84 -2.78
C5 2.83 -0.30 -2.29
C6 2.35 -0.38 -3.74
O1 1.38 -1.42 -3.72
C7 1.07 -1.66 -2.44
N1 1.78 -1.04 -1.57
C8 0.01 -2.66 -2.25
C9 -0.54 -3.19 -3.43
C10 -1.49 -4.19 -3.41
C11 -1.93 -4.70 -2.20
C12 -1.43 -4.17 -1.02
C13 -0.47 -3.16 -1.02
P1 -0.03 -2.54 0.64
C14 -1.69 -2.44 1.39
C15 -2.14 -3.27 2.41
C16 -3.44 -3.14 2.86
C17 -4.29 -2.19 2.32
C18 -3.84 -1.36 1.31
C19 -2.54 -1.47 0.85
C20 0.80 -3.94 1.43
C21 1.34 -4.98 0.67
C22 2.05 -5.99 1.29
C23 2.25 -5.96 2.66
C24 1.72 -4.93 3.42
C25 1.01 -3.91 2.81
H3 3.88 2.16 -0.08
H4 4.67 0.62 -0.45
H5 3.05 0.65 0.32
H6 2.12 1.67 -1.79
H7 4.93 1.25 -2.93
H8 4.32 2.81 -2.36
H9 3.57 2.01 -3.74
H10 3.76 -0.88 -2.15
H11 3.13 -0.65 -4.45
H12 1.84 0.54 -4.05
H13 -0.19 -2.81 -4.37
H14 -1.87 -4.59 -4.34
H15 -2.67 -5.49 -2.16
H16 -1.79 -4.54 -0.07
H17 -1.49 -4.02 2.83
H18 -3.80 -3.79 3.65
H19 -5.30 -2.10 2.67
H20 -4.50 -0.62 0.88
H21 -2.17 -0.82 0.06
H22 1.21 -4.99 -0.41
H23 2.45 -6.80 0.70
H24 2.81 -6.75 3.14
H25 1.87 -4.91 4.49
H26 0.60 -3.10 3.40
O2 -0.98 0.68 2.76
C26 -1.04 1.39 1.75
N2 -1.90 2.42 1.54
C27 -1.44 3.22 0.41
C28 -0.41 2.26 -0.19
O3 0.18 2.36 -1.25
N3 -0.23 1.23 0.66
C29 -0.74 4.45 0.97
C30 -1.41 5.66 1.09
C31 -0.76 6.76 1.64
C32 0.55 6.65 2.09
C33 1.21 5.44 1.98
C34 0.57 4.34 1.43
C35 -2.40 3.50 -0.71
C36 -1.97 4.37 -1.71
C37 -2.70 4.51 -2.87
C38 -3.85 3.77 -3.05
C39 -4.30 2.92 -2.05
C40 -3.57 2.78 -0.88
H27 -2.46 2.81 2.28
H28 -2.42 5.75 0.74
H29 -1.29 7.70 1.73
H30 1.05 7.50 2.51
H31 2.23 5.34 2.33
H32 1.09 3.40 1.35
H33 -1.05 4.92 -1.57
H34 -2.34 5.18 -3.64
H35 -4.40 3.86 -3.98
H36 -5.20 2.36 -2.20
H37 -3.91 2.09 -0.12

3.
Here is a molecular structure, C40H37N8NaOP2S5 from OMol25. Energies are from ωB97M-V/def2-TZVPD.

Output
E_LUMO: 0.12137 Ha
ΔE to the lowest compared entry with this formula, charge and spin: 58.7 kJ/mol
E_HOMO: -1.216 eV
Frontier orbital gap: 4.52 eV
F_max: 0.9 eV/A
Net charge: -2
Energy: -4895.849311 a.u.

Positions of all 94 atoms, in Å:
Na1 1.32 -1.13 1.84
C1 -3.63 1.72 -4.49
S1 -4.48 2.30 -3.01
C2 -3.17 3.33 -2.29
C3 -1.87 2.61 -1.98
C4 -2.05 1.53 -0.93
N1 -0.84 0.83 -0.51
P1 0.44 1.48 0.46
C5 1.80 1.81 -0.74
C6 1.60 2.16 -2.08
C7 2.68 2.34 -2.94
C8 3.97 2.17 -2.47
C9 4.19 1.82 -1.14
C10 3.11 1.64 -0.29
C11 -0.12 3.17 0.86
C12 0.47 4.34 0.38
C13 -0.02 5.59 0.78
C14 -1.09 5.67 1.65
C15 -1.66 4.51 2.16
C16 -1.17 3.27 1.77
P2 -0.86 -0.89 -0.15
C17 -2.55 -1.01 0.57
C18 -3.73 -1.28 -0.12
C19 -4.96 -1.25 0.53
C20 -5.02 -0.97 1.89
C21 -3.85 -0.72 2.59
C22 -2.63 -0.74 1.94
C23 -1.13 -1.51 -1.88
C24 -1.73 -2.73 -2.19
C25 -1.82 -3.19 -3.50
C26 -1.30 -2.43 -4.54
C27 -0.69 -1.22 -4.25
C28 -0.61 -0.77 -2.94
H1 -4.38 1.31 -5.15
H2 -2.90 0.93 -4.26
H3 -3.13 2.54 -4.99
H4 -3.61 3.73 -1.37
H5 -2.99 4.18 -2.96
H6 -1.14 3.36 -1.64
H7 -1.47 2.16 -2.89
H8 -2.72 0.78 -1.34
H9 -2.58 1.96 -0.06
H10 0.60 2.30 -2.46
H11 2.50 2.61 -3.97
H12 4.82 2.28 -3.14
H13 5.19 1.64 -0.77
H14 3.29 1.33 0.74
H15 1.31 4.29 -0.30
H16 0.45 6.49 0.40
H17 -1.47 6.64 1.96
H18 -2.48 4.57 2.87
H19 -1.59 2.37 2.20
H20 -3.71 -1.48 -1.19
H21 -5.87 -1.45 -0.03
H22 -5.98 -0.96 2.40
H23 -3.87 -0.52 3.66
H24 -1.72 -0.58 2.52
H25 -2.15 -3.34 -1.40
H26 -2.29 -4.14 -3.70
H27 -1.36 -2.79 -5.56
H28 -0.26 -0.62 -5.05
H29 -0.10 0.16 -2.73
N2 -0.79 -5.30 1.61
C29 -1.28 -4.06 1.52
N3 -0.66 -3.40 0.57
C30 0.29 -4.28 0.16
N4 0.25 -5.45 0.75
C31 1.42 -3.90 -0.71
C32 2.17 -4.86 -1.38
N5 3.25 -4.53 -2.08
C33 3.60 -3.24 -2.07
C34 2.85 -2.29 -1.40
N6 1.76 -2.62 -0.72
H30 -0.91 -5.95 2.37
H31 -2.08 -3.68 2.14
H32 1.88 -5.90 -1.35
H33 4.50 -2.97 -2.61
H34 3.15 -1.24 -1.38
S2 0.08 -0.09 4.14
C35 0.65 -1.20 5.36
C36 0.85 -0.63 6.68
N7 1.00 -0.14 7.71
C37 0.90 -2.54 5.20
S3 0.70 -3.46 3.73
C38 1.32 -3.30 6.36
N8 1.64 -3.94 7.26
C39 5.67 1.68 3.37
O1 6.15 1.04 2.20
C40 5.52 -0.09 1.76
S4 6.23 -0.77 0.38
S5 4.18 -0.66 2.62
H35 6.35 2.53 3.52
H36 5.70 1.02 4.23
H37 4.65 2.03 3.25

4.
Here is a molecular structure, C40H38IN2O3RuSi from OMol25. Energies are from ωB97M-V/def2-TZVPD.

Output
E_LUMO (spin up / spin down): -0.06033 / -0.05970 Ha
E_HOMO (spin up / spin down): -7.897 / -7.915 eV
Frontier orbital gap (spin up / spin down): 6.26 / 6.29 eV
⟨S²⟩: 0.843
Multiplicity: 2
F_max: 4.6 eV/A
Energy: -2564.327428 a.u.

Positions of all 86 atoms, in Å:
Ru1 -1.47 -0.61 0.62
C1 -0.06 -3.14 -3.15
C2 0.07 -3.81 -1.82
N1 0.61 -5.01 -1.81
C3 0.82 -5.65 -0.67
C4 0.49 -5.11 0.56
C5 0.86 -5.87 1.81
O1 -0.30 -6.25 2.53
C6 -0.15 -3.85 0.62
C7 -0.52 -3.32 1.86
N2 -0.80 -2.05 2.22
C8 -0.67 -1.75 3.55
C9 0.06 -2.55 4.48
C10 0.13 -2.25 5.82
C11 -0.48 -1.12 6.34
C12 -1.13 -0.26 5.46
C13 -1.21 -0.59 4.13
I1 -2.20 0.78 2.81
C14 -0.37 -3.16 -0.63
O2 -0.97 -2.02 -0.70
H1 0.60 -3.64 -3.85
H2 0.21 -2.09 -3.07
H3 -1.08 -3.19 -3.52
H4 1.27 -6.63 -0.74
H5 1.51 -5.24 2.44
H6 1.44 -6.76 1.53
H7 -0.08 -6.94 3.16
H8 -0.54 -4.05 2.66
H9 0.62 -3.40 4.11
H10 0.70 -2.90 6.47
H11 -0.45 -0.90 7.39
H12 -1.55 0.67 5.81
C15 -3.93 -0.77 -4.52
C16 -3.50 -1.72 -3.58
C17 -3.21 -1.35 -2.30
C18 -3.30 -0.01 -1.87
C19 -2.87 0.45 -0.58
C20 -3.18 1.76 -0.26
C21 -3.83 2.64 -1.13
C22 -4.13 2.25 -2.40
C23 -3.85 0.93 -2.80
C24 -4.12 0.52 -4.12
H13 -4.14 -1.07 -5.54
H14 -3.40 -2.75 -3.88
H15 -2.91 -2.11 -1.58
H16 -2.92 2.19 0.70
H17 -4.06 3.64 -0.79
H18 -4.59 2.92 -3.10
H19 -4.49 1.27 -4.81
C25 1.20 0.73 -2.84
C26 0.89 2.07 -2.19
C27 1.74 3.17 -2.79
C28 -0.58 2.36 -2.36
Si1 1.23 1.81 -0.25
O3 0.50 0.51 0.23
C29 0.73 3.24 0.90
C30 0.90 2.96 2.26
C31 0.51 3.86 3.23
C32 -0.05 5.07 2.87
C33 -0.20 5.38 1.52
C34 0.19 4.47 0.55
C35 3.13 1.66 -0.19
C36 3.75 0.42 -0.24
C37 5.13 0.31 -0.16
C38 5.90 1.45 -0.05
C39 5.30 2.69 0.00
C40 3.92 2.80 -0.07
H20 0.91 0.74 -3.89
H21 0.62 -0.05 -2.33
H22 2.25 0.48 -2.77
H23 1.51 3.28 -3.85
H24 2.81 2.96 -2.70
H25 1.55 4.13 -2.30
H26 -0.82 2.48 -3.42
H27 -0.88 3.27 -1.84
H28 -1.17 1.54 -1.97
H29 1.34 2.02 2.54
H30 0.65 3.61 4.28
H31 -0.37 5.77 3.62
H32 -0.62 6.33 1.23
H33 0.07 4.74 -0.49
H34 3.14 -0.47 -0.32
H35 5.59 -0.67 -0.19
H36 6.98 1.37 0.01
H37 5.90 3.59 0.10
H38 3.46 3.78 -0.03

5.
Here is a molecular structure, C40H39BF4IMnN5O2P2S2 from OMol25. Energies are from ωB97M-V/def2-TZVPD.

Output
E_LUMO (spin up / spin down): -0.17502 / -0.27456 Ha
ΔE to the lowest compared entry with this formula, charge and spin: 0.0 kJ/mol
E_HOMO (spin up / spin down): -11.928 / -11.918 eV
Frontier orbital gap (spin up / spin down): 7.17 / 4.45 eV
⟨S²⟩: 3.780
Multiplicity: 4
F_max: 0.5 eV/A
Net charge: +2
Energy: -5323.740689 a.u.

Positions of all 97 atoms, in Å:
Mn1 1.06 -1.98 2.28
O1 4.18 -1.29 6.63
C1 3.72 -2.55 6.69
C2 4.11 -3.31 7.79
C3 3.66 -4.61 7.92
C4 2.82 -5.19 6.97
C5 2.44 -4.44 5.88
C6 2.88 -3.12 5.71
C7 2.46 -2.37 4.53
O2 1.79 -3.03 3.60
N1 2.74 -1.11 4.38
N2 2.27 -0.64 3.16
C8 2.64 0.56 2.88
S1 2.20 1.33 1.35
C9 3.45 2.64 1.53
C10 3.49 3.03 2.99
S2 3.62 1.50 3.96
H1 3.80 -0.84 5.85
H2 4.76 -2.86 8.52
H3 3.97 -5.18 8.78
H4 2.47 -6.20 7.09
H5 1.80 -4.87 5.12
H6 3.15 3.47 0.90
H7 4.41 2.26 1.20
H8 2.58 3.56 3.29
H9 4.36 3.64 3.22
I1 0.74 -7.74 1.32
C11 -0.25 -5.94 1.56
C12 -1.63 -5.88 1.71
C13 -2.24 -4.64 1.86
C14 -1.45 -3.51 1.88
N3 -0.12 -3.57 1.75
C15 0.47 -4.76 1.58
H10 -2.23 -6.78 1.71
H11 -3.31 -4.55 1.97
H12 -1.88 -2.52 1.99
H13 1.54 -4.77 1.47
F1 -2.37 -0.29 2.91
B1 -1.13 -0.12 3.29
F2 -0.56 1.05 3.34
F3 -0.45 -1.21 3.69
F4 0.11 -0.82 1.26
N4 1.76 -2.69 -0.42
N5 2.35 -2.20 0.80
H14 2.44 -2.61 -1.17
H15 0.99 -2.06 -0.63
H16 2.76 -1.27 0.67
H17 3.10 -2.83 1.07
C16 0.21 2.52 -2.19
P1 -0.07 0.83 -1.47
C17 -1.66 1.07 -0.64
C18 -1.94 2.29 -0.02
C19 -3.14 2.49 0.67
C20 -4.06 1.46 0.76
C21 -3.76 0.22 0.21
C22 -2.57 0.01 -0.46
C23 -0.33 -0.14 -3.00
C24 0.84 -0.41 -3.72
C25 0.81 -1.17 -4.87
C26 -0.39 -1.73 -5.30
C27 -1.55 -1.49 -4.58
C28 -1.53 -0.70 -3.45
P2 -1.30 3.42 -2.72
C29 -2.37 2.43 -3.76
C30 -3.59 1.99 -3.25
C31 -4.45 1.27 -4.07
C32 -4.08 0.99 -5.38
C33 -2.86 1.43 -5.88
C34 -2.01 2.16 -5.08
C35 -0.84 4.88 -3.61
C36 0.38 5.51 -3.36
C37 0.70 6.69 -4.01
C38 -0.22 7.26 -4.89
C39 -1.46 6.66 -5.12
C40 -1.77 5.48 -4.47
H18 0.85 2.43 -3.07
H19 0.73 3.14 -1.46
H20 -1.20 3.07 0.02
H21 -3.34 3.44 1.14
H22 -5.00 1.61 1.28
H23 -4.46 -0.60 0.32
H24 -2.34 -0.97 -0.86
H25 1.79 -0.01 -3.37
H26 1.72 -1.35 -5.42
H27 -0.42 -2.34 -6.19
H28 -2.49 -1.91 -4.92
H29 -2.46 -0.49 -2.93
H30 -3.88 2.21 -2.23
H31 -5.41 0.93 -3.69
H32 -4.75 0.43 -6.02
H33 -2.59 1.21 -6.91
H34 -1.07 2.53 -5.48
H35 1.10 5.08 -2.67
H36 1.65 7.17 -3.84
H37 0.02 8.18 -5.39
H38 -2.17 7.11 -5.79
H39 -2.73 5.01 -4.65

What is the energy in the first record? -5882.708742 a.u.